Entry 1:
Below is a molecular structure, C7H9AlBr3F3N2O3PS in a non-equilibrium geometry, with properties calculated with ωB97M-V/def2-TZVPD.

Element x y z (Å)
N  0.98766  1.88717  -1.17141
P  0.64960  0.34764  -1.53570
Al  -0.01761  -0.69667  0.50240
O  0.49588  0.28421  1.89488
C  -2.03809  -0.79358  0.39668
C  -2.72427  0.33491  0.80474
C  -4.10095  0.33086  0.70591
C  -4.65340  -0.81309  0.20288
C  -3.91809  -1.90873  -0.15255
N  -2.58962  -1.92073  -0.06259
S  0.98994  -2.81689  0.55514
O  0.09588  -3.82579  0.02553
O  1.46447  -3.21704  1.87174
C  2.52392  -2.83432  -0.53256
F  2.14272  -3.04282  -1.80045
F  3.34057  -3.84976  -0.22952
F  3.23492  -1.70994  -0.42950
H  0.83866  2.00079  -0.17311
H  1.72661  -0.34167  -2.14860
H  -0.41239  0.35011  -2.47970
H  1.31418  0.72862  1.64514
H  -2.19286  1.20043  1.17826
H  -4.70231  1.18670  0.98159
H  -5.73336  -0.86080  0.08303
H  -4.39961  -2.80212  -0.53613
C  3.59457  4.50764  -0.01719
Br  1.94359  5.21436  -0.70152
Br  4.69688  5.89427  0.75779
Br  3.30201  3.06606  1.22066
H  4.14053  4.10019  -0.85583

Results
HOMO-LUMO gap	7.40	eV
total charge	-1
lowest unoccupied orbital energy	2.077	eV
strongest force on any atom	2.687	eV/A

---

Entry 2:
Below is 2 unconnected molecules or ions with the total composition CH3NO2S in a non-equilibrium geometry, with properties calculated with ωB97M-V/def2-TZVPD.

Element x y z (Å)
C  0.38903  -1.06402  -1.12844
N  -0.50718  1.19724  1.15018
O  0.23961  0.02995  -1.61906
O  0.66407  -1.38395  0.05939
S  1.00086  0.67498  1.07992
H  0.27613  -1.97866  -1.77041
H  -1.12637  0.90611  1.89387
H  -0.93615  1.61834  0.33455

Results
HOMO-LUMO gap	7.95	eV
relative energy (zero: lowest compared OMol25 entry of this formula, charge and spin)	1.307	eV
lowest unoccupied orbital energy	-1.576	eV
strongest force on any atom	3.300	eV/A

---

Entry 3:
Below is a gas-phase ion, C21H19O9S2 (charge -1) in a non-equilibrium geometry, with properties calculated with ωB97M-V/def2-TZVPD.

Element x y z (Å)
C  2.22980  4.70496  4.14483
O  2.64783  3.37904  3.74188
C  2.14099  2.74767  2.65202
C  2.68440  1.47268  2.37504
C  2.18334  0.73635  1.31758
C  1.05081  1.10756  0.58626
C  0.35887  0.18527  -0.45422
C  -1.05771  0.63143  -0.75321
C  -2.00299  1.08378  0.25757
O  -1.80517  0.99323  1.45447
O  -3.19025  1.66484  -0.15259
C  -3.41140  1.85847  -1.56800
C  -2.73683  3.12048  -2.08827
C  -4.92303  1.94025  -1.76575
O  -2.95498  0.69046  -2.28992
C  -1.59159  0.43698  -2.09314
O  -0.90845  0.10976  -3.03761
C  0.37073  -1.29462  -0.19207
S  -0.35857  -2.57425  -1.59766
O  0.17700  -2.42597  -2.93275
O  -1.78291  -2.65099  -1.35624
C  0.47280  -4.11100  -1.00445
C  0.18097  -5.41602  -1.40994
C  1.02362  -6.46082  -0.99267
C  2.15273  -6.20417  -0.22139
C  2.44013  -4.89620  0.17480
C  1.57391  -3.87646  -0.22429
S  1.89836  -2.17862  0.24130
O  2.08708  -2.26336  1.67638
O  2.93103  -1.68205  -0.64494
C  0.61620  2.43017  0.78364
C  1.14670  3.25891  1.77866
H  2.77442  4.85072  5.08137
H  2.53493  5.46179  3.41015
H  1.14732  4.75549  4.31942
H  3.48943  1.09957  2.99094
H  2.73230  -0.15865  1.09572
H  0.82977  0.38449  -1.43021
H  -1.65228  3.11096  -1.92373
H  -2.93162  3.21652  -3.16582
H  -3.16958  3.99266  -1.58298
H  -5.38852  1.04286  -1.35746
H  -5.31543  2.81536  -1.24643
H  -5.15649  2.02027  -2.82945
H  -0.35823  -1.45171  0.62209
H  -0.69124  -5.60866  -2.01729
H  0.79724  -7.48998  -1.27589
H  2.82721  -7.00320  0.09548
H  3.31298  -4.65522  0.76762
H  -0.18318  2.81923  0.15326
H  0.75756  4.27976  1.88791

Results
HOMO-LUMO gap	6.71	eV
total charge	-1
SMILES	COc1ccc([C@H](C2=C([O-])OC(C)(C)OC2=O)C2S(=O)(=O)c3ccccc3S2(=O)=O)cc1
lowest unoccupied orbital energy	2.506	eV
strongest force on any atom	2.667	eV/A

---

Entry 4:
Below is a molecular structure, C40H32BrCl3N6O2P2Se3Zn, with properties calculated with ωB97M-V/def2-TZVPD.

Element x y z (Å)
Zn  -0.04027  2.24179  -0.95324
Se  1.38956  -3.73068  2.23018
P  0.50490  -3.47584  0.33641
C  -1.18985  -4.12122  0.23958
C  -1.86432  -4.46014  1.40497
C  -3.15481  -4.96938  1.33161
C  -3.76460  -5.13879  0.09827
C  -3.08954  -4.79857  -1.06873
C  -1.80255  -4.29033  -1.00370
C  1.44916  -4.36398  -0.93170
C  2.41652  -3.72039  -1.69445
C  3.24240  -4.45875  -2.52996
C  3.10699  -5.83721  -2.60094
C  2.14156  -6.48189  -1.83849
C  1.31655  -5.74883  -1.00116
C  0.36242  -1.80914  -0.34796
C  0.52956  -0.48969  0.05461
N  0.19747  0.25869  -1.02042
N  -0.14777  -0.53148  -2.02234
N  -0.06047  -1.77432  -1.63693
P  1.14217  0.39507  1.48801
Se  0.41775  2.43251  1.50230
C  2.95173  0.34477  1.41806
C  3.60131  -0.86885  1.19671
C  4.98505  -0.90983  1.14864
C  5.72364  0.25495  1.31216
C  5.07841  1.46434  1.52154
C  3.69223  1.51195  1.57548
C  0.59307  -0.44638  2.96827
C  -0.69280  -0.97618  3.01064
C  -1.13568  -1.58765  4.17134
C  -0.30006  -1.66661  5.27706
C  0.97796  -1.12911  5.23269
C  1.42790  -0.51093  4.07768
H  -1.37274  -4.32730  2.36147
H  -3.68182  -5.23366  2.23945
H  -4.77023  -5.53702  0.04580
H  -3.56771  -4.92950  -2.03098
H  -1.27421  -4.00801  -1.90454
H  2.51725  -2.64335  -1.64893
H  3.98906  -3.95388  -3.12946
H  3.75293  -6.41212  -3.25229
H  2.03639  -7.55776  -1.89209
H  0.56947  -6.24795  -0.39569
H  3.03401  -1.78461  1.08835
H  5.48383  -1.85620  0.98382
H  6.80498  0.21947  1.27570
H  5.65147  2.37531  1.63632
H  3.17886  2.45244  1.72726
H  -1.33563  -0.92317  2.13824
H  -2.12894  -2.01095  4.20685
H  -0.64592  -2.15440  6.17953
H  1.62991  -1.19953  6.09359
H  2.43091  -0.10469  4.02663
Cl  2.40810  5.35182  2.69486
C  1.12091  6.55272  2.58772
Cl  0.44918  6.87652  4.18994
Cl  1.74546  8.05250  1.87603
C  0.05534  6.04068  1.72212
N  -0.77319  5.63786  1.03894
C  0.51851  6.66580  -2.23813
N  -0.19367  5.76237  -3.12727
C  -1.26435  6.11738  -3.92241
C  -1.62536  5.01484  -4.60949
N  -0.76793  4.00511  -4.23679
C  -0.82864  2.64277  -4.75658
C  0.09510  4.46189  -3.31911
Se  1.46247  3.49100  -2.49107
H  0.47395  7.66935  -2.65472
H  1.55245  6.34419  -2.15838
H  0.06337  6.65886  -1.24890
H  -1.66935  7.11285  -3.92183
H  -2.41347  4.85468  -5.32241
H  -1.00814  2.69250  -5.82894
H  -1.63445  2.10220  -4.26625
H  0.12072  2.15241  -4.56220
Br  -5.05835  -1.38966  2.90420
C  -4.23580  -0.38914  1.51308
C  -3.81672  0.90496  1.77370
C  -3.28751  1.65948  0.73415
C  -3.22025  1.13522  -0.55066
C  -3.61079  -0.17933  -0.77949
C  -4.10523  -0.95737  0.25616
C  -2.80712  2.00929  -1.70898
O  -3.46369  1.96438  -2.73686
O  -1.77968  2.78516  -1.53265
H  -3.90970  1.32035  2.76759
H  -2.95261  2.67279  0.91601
H  -3.53609  -0.58648  -1.77982
H  -4.41092  -1.98098  0.08318

Results
HOMO-LUMO gap	7.91	eV
lowest unoccupied orbital energy	0.092	eV
strongest force on any atom	0.317	eV/A

---

Entry 5:
Below is a single C7H9NO4S molecule in a non-equilibrium geometry, with properties calculated with ωB97M-V/def2-TZVPD.

Element x y z (Å)
C  0.52234  -2.14325  0.93570
C  0.43523  -1.09282  0.11047
C  1.60209  -0.08127  0.43157
C  -0.59825  -0.56248  -0.84664
C  1.69740  -2.04940  1.76633
C  -2.86948  1.55724  -1.02761
C  -1.56293  1.31824  -1.85196
N  2.38872  -0.74037  1.35337
O  -1.36519  -1.30629  -1.41570
O  2.26983  1.99824  1.82758
O  2.24582  0.81793  -0.43046
O  -0.49946  0.74981  -1.00028
S  1.44551  1.70940  0.71625
H  -0.22848  -2.87320  0.83024
H  1.40379  -1.98632  2.75015
H  2.55924  -2.86303  1.53930
H  -3.37174  0.68709  -0.85118
H  -2.63266  2.25401  -0.07001
H  -3.54423  1.95069  -1.79549
H  -0.99559  2.15438  -2.16931
H  -1.68942  0.56928  -2.79803
H  2.78746  -0.06787  1.99571

Results
HOMO-LUMO gap	8.80	eV
relative energy (zero: lowest compared OMol25 entry of this formula, charge and spin)	2.376	eV
lowest unoccupied orbital energy	0.321	eV
strongest force on any atom	5.104	eV/A

---

Entry 6:
Below is 5 unconnected molecules or ions with the total composition C8H25O5 in a non-equilibrium geometry, with properties calculated with ωB97M-V/def2-TZVPD.

Element x y z (Å)
O  0.02727  -0.50675  0.53883
H  0.87816  -0.45181  0.97991
H  0.11179  0.07917  -0.21692
H  -0.58714  -0.13979  1.17869
C  -0.51832  2.51266  -1.41282
O  0.57290  1.79862  -0.81108
H  -0.25171  3.34759  -2.06082
H  -1.15107  1.87971  -2.03500
H  -1.16465  2.82028  -0.59079
C  3.07937  -0.40928  2.41664
O  2.57819  0.25031  1.29378
H  3.82695  0.07373  3.04587
H  2.29161  -0.54115  3.15835
H  3.53690  -1.31499  2.01859
C  -2.82515  1.19293  3.92588
C  -2.38992  0.12443  2.92835
C  -2.76764  0.67321  1.49930
O  -1.00967  0.02011  3.00170
H  -2.52349  0.76502  4.88192
H  -3.84629  1.51442  3.72094
H  -2.21357  2.09441  3.96322
H  -2.84564  -0.80836  3.26049
H  -3.85414  0.75854  1.48115
H  -2.39416  -0.05874  0.78316
H  -2.31611  1.66262  1.42651
H  -0.80286  -0.68141  3.62354
C  1.30679  -2.71738  -3.02410
C  1.53892  -1.18838  -3.02285
C  1.73259  -0.61223  -4.46365
O  0.32243  -0.66546  -2.49966
H  2.09748  -3.24261  -3.55986
H  0.43917  -2.84879  -3.67068
H  1.06784  -3.27769  -2.12019
H  2.32464  -0.86188  -2.34158
H  2.67225  -0.94585  -4.90391
H  1.78935  0.45550  -4.67538
H  1.02212  -1.04092  -5.17046
H  0.24482  0.29023  -2.54707

Results
HOMO-LUMO gap (alpha / beta)	1.98 / 5.42	eV
relative energy (zero: lowest compared OMol25 entry of this formula, charge and spin)	2.490	eV
total charge	-2
spin multiplicity	2
lowest unoccupied orbital energy (alpha / beta)	5.015 / 4.990	eV
strongest force on any atom	3.758	eV/A